Entry 1:
A 3-piece molecular cluster, C5H15NO3 overall at a distorted geometry, computed with the ωB97M-V functional and the def2-TZVPD basis.

The value obtained for the highest occupied orbital energy is -8.702 eV. As for the structure (SMILES): C[C@@H](O)CO.C=O.CN. The energy above the lowest of the compared OMol25 structures with the same formula, charge and spin comes out at 345.8 kJ/mol. As for the HOMO-LUMO gap: 9.13 eV. For the lowest unoccupied orbital energy, the calculation gives 0.01564 hartree. Its total charge is 0.

Cartesian coordinates (Å):
1 C -1.84620 -1.83420 -0.09723
2 C -1.94916 -0.32668 -0.27735
3 O -3.31463 -0.03156 -0.53394
4 C -1.46294 0.44107 0.96388
5 O -0.05594 0.45950 1.09847
6 H -0.82782 -2.13140 0.14471
7 H -2.14949 -2.33582 -1.01413
8 H -2.51436 -2.14519 0.70497
9 H -1.32981 -0.01095 -1.13311
10 H -3.41168 0.91427 -0.69031
11 H -1.77769 1.48769 0.89302
12 H -1.92485 0.01302 1.86130
13 H 0.38594 -0.47666 1.07178
14 C 1.80563 -1.05978 -0.66578
15 O 1.52906 -1.42978 0.48459
16 H 2.84688 -1.03122 -1.00935
17 H 1.05307 -1.10360 -1.46832
18 C 1.91071 1.50094 -0.57871
19 N 2.68995 1.77823 0.60412
20 H 0.99765 0.73744 -0.26940
21 H 2.55872 1.47912 -1.45446
22 H 1.21595 2.33094 -0.74675
23 H 3.46446 1.12941 0.68757
24 H 2.10657 1.64521 1.42444

Cartesian forces (eV/Å) of the 3 atoms listed first:
-0.094 0.329 -0.156
0.235 0.060 0.203
-0.099 -0.012 0.014


Entry 2:
A 3-piece molecular cluster, C5H15NO3S overall at a distorted geometry, computed with the ωB97M-V functional and the def2-TZVPD basis.

The value obtained for the highest occupied orbital energy is -9.255 eV. As for the structure (SMILES): C[C@@H](CCS)NC=O.O.O. The energy above the lowest of the compared OMol25 structures with the same formula, charge and spin comes out at 80.8 kJ/mol. As for the HOMO-LUMO gap: 9.40 eV. For the lowest unoccupied orbital energy, the calculation gives 0.00515 hartree. Its total charge is 0.

Cartesian coordinates (Å):
1 C 0.80880 1.00647 2.01712
2 C 0.23992 0.49612 0.70141
3 C 0.78945 1.25929 -0.52188
4 C -0.27633 1.88623 -1.40478
5 S -1.49804 3.04389 -0.64042
6 N 0.55566 -0.95942 0.61080
7 C -0.14984 -1.93623 0.01778
8 O 0.39770 -3.02916 -0.16662
9 H 0.44204 2.04012 2.10289
10 H 0.30794 0.48856 2.82685
11 H 1.89525 1.01665 2.09875
12 H -0.83944 0.60052 0.75383
13 H 1.50300 2.00160 -0.15608
14 H 1.48675 0.61113 -1.05871
15 H -1.00289 1.13806 -1.73811
16 H 0.09028 2.31250 -2.33489
17 H -2.41163 2.12975 -0.26332
18 H 1.54452 -1.08271 0.77835
19 H -1.20012 -1.83813 -0.24037
20 O -3.19596 -0.07853 -1.50751
21 H -3.93704 -0.19400 -0.88658
22 H -3.65550 -0.48556 -2.25511
23 O 3.09636 -3.28048 0.36148
24 H 2.25681 -3.28895 -0.16328
25 H 2.75231 -3.85771 1.06840

Cartesian forces (eV/Å) of the 3 atoms listed first:
-1.176 0.980 -0.141
0.379 -0.996 -0.215
0.576 0.461 0.631


Entry 3:
A 2-piece molecular cluster, C5H15NOS overall at a distorted geometry, computed with the ωB97M-V functional and the def2-TZVPD basis.

The value obtained for the highest occupied orbital energy is -9.069 eV. As for the structure (SMILES): CN(C)CCCS.O. The energy above the lowest of the compared OMol25 structures with the same formula, charge and spin comes out at 99.8 kJ/mol. As for the HOMO-LUMO gap: 9.93 eV. For the lowest unoccupied orbital energy, the calculation gives 0.03171 hartree. Its total charge is 0.

Cartesian coordinates (Å):
1 C -0.08300 -1.50362 2.06808
2 N -0.37815 -0.16950 1.48579
3 C -1.31905 0.52207 2.39938
4 C -1.04138 -0.39477 0.19190
5 C -1.22488 0.91484 -0.60084
6 C -0.14279 1.22936 -1.63473
7 S 0.37156 -0.08735 -2.82917
8 H 0.23027 -1.34585 3.09180
9 H 0.70613 -1.97766 1.48365
10 H -0.94813 -2.17137 2.03751
11 H -2.34927 0.29720 2.16134
12 H -1.20282 1.59419 2.26401
13 H -1.02552 0.34855 3.43013
14 H -1.98229 -0.91869 0.34634
15 H -0.35920 -1.04709 -0.34397
16 H -1.24484 1.72605 0.12504
17 H -2.19711 0.88311 -1.06558
18 H 0.78298 1.44704 -1.09508
19 H -0.48082 2.01708 -2.30197
20 H -0.20923 -1.16790 -2.29934
21 O 2.84515 -0.26697 1.18329
22 H 3.00797 0.66334 0.92764
23 H 1.91298 -0.35938 0.91797

Cartesian forces (eV/Å) of the 3 atoms listed first:
0.056 0.706 -0.548
-0.830 -0.852 0.538
1.273 0.767 -0.591